(1)
Below is a molecular structure, C35H46HfN2O4P2S2, with properties calculated with ωB97M-V/def2-TZVPD.

As for the lowest unoccupied orbital energy: -0.861 eV. The multiplicity is 1. The value obtained for the orbital gap is 0.1980 hartree. The calculation puts the energy above the lowest of the compared OMol25 structures with the same formula, charge and spin at 0.00 kcal per mole.

CARTESIAN COORDINATES (ANGSTROEM)
Hf 0.347 0.624 -0.220
C -2.086 3.988 1.898
C -1.798 2.718 2.707
C -0.536 2.893 3.546
P -1.726 1.266 1.579
C -3.440 1.184 0.897
C -4.570 1.316 1.914
C -3.594 -0.101 0.096
C -1.649 -0.203 2.659
C -2.299 -0.341 3.881
C -2.254 -1.528 4.598
C -1.567 -2.609 4.061
C -0.904 -2.492 2.852
C -0.902 -1.281 2.148
N -0.249 -1.147 0.919
C 0.949 -1.835 0.672
C 1.916 -2.124 1.656
C 3.165 -2.583 1.297
C 3.501 -2.760 -0.047
C 2.547 -2.528 -1.018
C 1.260 -2.096 -0.682
P -0.130 -1.818 -1.845
C -1.118 -3.395 -1.661
C -2.404 -3.208 -0.860
C -0.326 -4.582 -1.118
C 0.608 -1.940 -3.532
C -0.343 -1.214 -4.487
C 0.949 -3.334 -4.058
H -2.162 4.841 2.576
H -3.019 3.923 1.339
H -1.279 4.177 1.189
H -2.637 2.530 3.384
H 0.319 3.121 2.909
H -0.320 2.000 4.137
H -0.675 3.729 4.236
H -3.474 2.018 0.191
H -4.537 0.514 2.655
H -5.529 1.233 1.397
H -4.568 2.271 2.438
H -3.642 -0.970 0.758
H -2.767 -0.253 -0.597
H -4.514 -0.069 -0.491
H -2.852 0.498 4.289
H -2.762 -1.614 5.550
H -1.548 -3.556 4.587
H -0.380 -3.346 2.440
H 1.677 -1.963 2.700
H 3.898 -2.792 2.067
H 4.490 -3.099 -0.324
H 2.798 -2.689 -2.058
H -1.410 -3.613 -2.693
H -2.195 -2.919 0.170
H -2.963 -4.148 -0.840
H -3.044 -2.447 -1.301
H -0.092 -4.434 -0.062
H 0.615 -4.744 -1.643
H -0.922 -5.494 -1.201
H 1.525 -1.351 -3.480
H -1.306 -1.732 -4.549
H 0.082 -1.188 -5.492
H -0.529 -0.193 -4.153
H 0.059 -3.954 -4.183
H 1.644 -3.881 -3.421
H 1.412 -3.238 -5.043
O 2.880 1.049 3.533
C 2.374 0.922 2.318
O 1.183 0.860 2.090
C 3.353 0.886 1.203
C 4.708 1.095 1.323
C 5.458 1.130 0.148
C 4.816 0.980 -1.065
C 3.441 0.781 -1.075
N 2.733 0.716 0.039
C 2.612 0.688 -2.336
O 3.150 0.687 -3.423
O 1.353 0.600 -2.075
H 2.137 1.106 4.157
H 5.155 1.240 2.296
H 6.526 1.294 0.191
H 5.332 1.024 -2.014
C 1.123 4.903 -2.162
C 0.404 3.682 -1.643
S 0.911 3.125 -0.033
C -0.570 3.082 -2.336
C -0.996 3.597 -3.688
S -1.445 1.655 -1.763
H 2.050 5.069 -1.615
H 0.512 5.804 -2.056
H 1.373 4.797 -3.219
H -0.259 3.341 -4.455
H -1.106 4.684 -3.685
H -1.947 3.161 -3.990

=====

(2)
Below is a molecular structure, C35H46N2O3P2PtS2Si2, with properties calculated with ωB97M-V/def2-TZVPD.

As for the lowest unoccupied orbital energy (spin up / spin down): 2.325 / 1.944 eV. The multiplicity is 2. The value obtained for the orbital gap (spin up / spin down) is 0.2200 / 0.2272 hartree. As for the charge: -1. The calculation puts the energy above the lowest of the compared OMol25 structures with the same formula, charge and spin at 23.66 kcal per mole. Its expectation value of S² is 0.771.

CARTESIAN COORDINATES (ANGSTROEM)
Pt 0.901 -0.384 0.028
C -5.068 -0.664 0.963
C -3.911 -1.023 1.870
O -2.813 -1.438 1.046
P -1.708 -2.463 1.665
S -1.200 -1.965 3.473
S -0.367 -2.654 0.197
O -2.542 -3.859 1.772
C -2.870 -4.666 0.643
C -4.085 -4.154 -0.108
H -5.866 -0.195 1.545
H -5.467 -1.551 0.468
H -4.734 0.035 0.191
H -4.181 -1.823 2.561
H -3.595 -0.164 2.464
H -3.060 -5.661 1.047
H -2.009 -4.721 -0.025
H -4.925 -4.014 0.576
H -4.377 -4.880 -0.873
H -3.862 -3.202 -0.590
C 2.828 -3.832 0.960
Si 3.293 -2.252 1.834
C 5.128 -1.912 1.551
C 3.138 -2.758 3.648
N 2.260 -0.821 1.648
C 2.304 0.211 2.496
C 3.371 0.455 3.422
C 3.283 1.401 4.403
C 2.127 2.208 4.509
C 1.127 2.089 3.587
C 1.182 1.134 2.521
N 0.259 1.033 1.567
Si -1.180 2.016 1.566
C -2.361 1.500 0.215
C -2.119 1.865 3.192
C -0.719 3.823 1.278
H 3.004 -4.673 1.639
H 3.420 -3.973 0.053
H 1.774 -3.840 0.678
H 5.634 -2.862 1.343
H 5.604 -1.468 2.429
H 5.288 -1.251 0.695
H 3.942 -3.464 3.894
H 2.177 -3.258 3.815
H 3.197 -1.920 4.346
H 4.268 -0.138 3.328
H 4.101 1.528 5.102
H 2.039 2.933 5.310
H 0.267 2.745 3.650
H -2.337 0.417 0.062
H -2.134 1.986 -0.732
H -3.378 1.793 0.498
H -1.777 0.988 3.748
H -3.193 1.757 3.010
H -1.983 2.748 3.825
H 0.236 3.883 0.744
H -0.618 4.385 2.211
H -1.476 4.324 0.664
O 3.273 -1.742 -0.783
C 2.380 -1.046 -1.196
C 2.411 -0.623 -2.642
C 3.388 -1.103 -3.504
C 3.416 -0.694 -4.827
C 2.460 0.202 -5.293
C 1.498 0.678 -4.423
C 1.487 0.258 -3.091
P 0.258 0.829 -1.861
C 0.519 2.635 -1.968
C -0.465 3.606 -2.094
C -0.135 4.958 -2.064
C 1.175 5.355 -1.868
C 2.162 4.391 -1.698
C 1.834 3.047 -1.745
C -1.266 0.394 -2.777
C -1.878 1.195 -3.740
C -3.002 0.741 -4.420
C -3.519 -0.519 -4.153
C -2.892 -1.333 -3.220
C -1.772 -0.881 -2.535
H 4.117 -1.798 -3.105
H 4.182 -1.063 -5.499
H 2.471 0.525 -6.326
H 0.754 1.386 -4.770
H -1.501 3.328 -2.228
H -0.915 5.701 -2.177
H 1.428 6.407 -1.840
H 3.187 4.690 -1.518
H 2.602 2.295 -1.599
H -1.468 2.165 -3.990
H -3.466 1.371 -5.171
H -4.396 -0.870 -4.682
H -3.275 -2.328 -3.021
H -1.288 -1.516 -1.798

=====

(3)
Below is 6 unconnected molecules or ions with the total composition C35H46N8O2P, with properties calculated with ωB97M-V/def2-TZVPD.

As for the lowest unoccupied orbital energy: -4.472 eV. The multiplicity is 1. The value obtained for the orbital gap is 0.1875 hartree. As for the charge: +1.

CARTESIAN COORDINATES (ANGSTROEM)
C 0.807 -3.206 -0.006
C 0.890 -3.005 -1.576
O 1.053 -1.613 -1.952
C -0.184 -0.961 -1.711
C -0.227 0.495 -2.356
O -1.555 1.034 -2.406
C -2.043 1.399 -1.121
C -3.604 1.208 -1.118
N -4.106 0.145 -1.839
C -5.436 -0.170 -1.931
C -5.979 -1.395 -2.722
C -5.011 -2.061 -3.576
C -5.506 -3.258 -4.303
C -6.912 -3.544 -4.008
C -7.770 -2.744 -3.142
N -7.283 -1.658 -2.497
C -6.389 0.707 -1.227
C -5.940 1.852 -0.434
C -4.478 2.088 -0.373
P -3.911 3.533 0.691
N -4.037 3.067 2.213
H 1.308 -2.333 0.504
H 1.244 -4.188 0.295
H -0.283 -3.108 0.273
H 1.815 -3.554 -1.913
H -0.021 -3.413 -2.099
H -1.093 -1.509 -2.085
H -0.248 -0.785 -0.592
H 0.533 1.156 -1.866
H 0.114 0.368 -3.423
H -1.661 0.768 -0.275
H -1.764 2.461 -0.864
H -3.418 -0.437 -2.320
H -3.950 -1.738 -3.702
H -4.868 -3.881 -4.963
H -7.369 -4.441 -4.498
H -8.827 -3.068 -2.998
H -7.478 0.474 -1.314
H -6.671 2.493 0.113
H -4.702 4.707 0.455
H -2.529 3.837 0.481
H -4.683 3.691 2.711
N 3.472 -3.201 2.826
C 2.432 -3.462 3.679
C 2.423 -2.489 4.645
C 3.493 -1.603 4.362
C 4.120 -2.066 3.234
H 3.720 -3.756 2.026
H 1.793 -4.317 3.524
H 1.723 -2.420 5.463
H 3.772 -0.724 4.923
H 4.970 -1.688 2.688
N 0.082 4.882 3.012
C -1.217 4.703 3.409
C -1.668 5.890 3.926
C -0.603 6.824 3.833
C 0.462 6.174 3.263
H 0.666 4.176 2.600
H -1.706 3.748 3.290
H -2.653 6.070 4.327
H -0.616 7.855 4.149
H 1.454 6.517 3.017
N 6.137 -0.033 -1.637
C 4.973 -0.639 -1.244
C 4.092 -0.585 -2.295
C 4.752 0.073 -3.364
C 6.011 0.399 -2.930
H 6.957 0.076 -1.065
H 4.872 -1.053 -0.254
H 3.086 -0.976 -2.295
H 4.350 0.284 -4.343
H 6.826 0.900 -3.427
N 8.147 4.923 -0.755
C 8.899 4.283 -1.701
C 8.255 3.119 -2.035
C 7.065 3.057 -1.264
C 7.025 4.186 -0.486
H 8.382 5.801 -0.324
H 9.825 4.708 -2.053
H 8.600 2.393 -2.755
H 6.324 2.277 -1.279
H 6.299 4.527 0.234
N -2.076 -5.871 2.454
C -1.596 -5.004 3.399
C -2.338 -3.853 3.333
C -3.307 -4.034 2.312
C -3.122 -5.290 1.790
H -1.715 -6.792 2.276
H -0.770 -5.281 4.034
H -2.202 -2.979 3.950
H -4.057 -3.325 1.997
H -3.641 -5.817 1.007

=====

Number 1: largest force on an atom 0.024 Eh/bohr. Number 2: largest force on an atom 0.046 Eh/bohr. Number 3: largest force on an atom 0.079 Eh/bohr.